Record 1
{"formula": "C9H14O", "method": "the ωB97M-V functional and the def2-TZVPD basis", "elements": ["C", "C", "H", "H", "H", "H", "H", "H", "C", "C", "C", "C", "C", "C", "C", "O", "H", "H", "H", "H", "H", "H", "H", "H"], "xyz": [[2.026654, -2.533626, 0.217835], [2.793912, -3.078864, -0.969811], [2.479215, -2.781710, 1.175251], [1.989841, -1.426733, 0.329117], [0.988181, -2.836479, 0.111709], [2.630858, -4.160174, -1.013353], [2.475774, -2.594575, -1.893148], [3.892311, -3.164714, -0.866191], [-2.324679, 0.704503, 2.260143], [0.329418, 1.121285, -0.391112], [-0.234043, 1.975532, -1.332094], [-0.390185, 0.609808, 0.687882], [-1.690277, 1.042532, 0.962702], [-1.585286, 2.267792, -1.112602], [-2.296684, 1.778905, -0.046181], [0.555161, 2.531599, -2.269119], [1.369929, 0.834380, -0.525205], [0.084410, 0.084150, 1.505346], [-2.085584, 2.864488, -1.883551], [0.043939, 3.054019, -2.888956], [-1.796686, -0.058625, 2.834086], [-3.356371, 0.367631, 2.043593], [-3.364843, 1.963411, 0.017157], [-2.534963, 1.435465, 3.046502]], "forces_ev_per_angstrom": [[0.186, 1.364, 0.368], [0.755, -0.944, 0.281], [-0.280, -0.760, 0.074], [0.161, -0.460, -0.731], [-0.073, -0.190, 0.487], [-0.745, 0.044, -0.377], [0.316, -0.209, -0.060], [-0.322, 1.159, -0.034], [-1.770, -0.831, 0.603], [0.736, -0.703, -0.278], [-0.914, -0.438, 2.063], [-0.186, 1.385, 0.585], [1.161, 0.014, -0.402], [0.184, 0.481, -1.842], [-0.629, -0.035, 0.577], [0.345, -0.084, -0.459], [-0.083, 0.053, 0.065], [0.406, -0.366, -0.344], [-0.059, -0.088, 0.342], [-0.210, 0.109, -0.066], [0.013, -0.318, -0.461], [0.375, -0.383, 0.200], [0.088, 0.318, 0.025], [0.546, 0.880, -0.617]], "smiles": "Cc1ccc(O)cc1.CC", "relative_energy_kj_mol": 75.60, "e_tot_ha": -426.54399, "homo_lumo_gap_ev": 9.16, "charge": 0, "lumo_ev": 0.84, "fmax_ev_per_a": 2.30}

Record 2
{"formula": "C9H14O", "method": "the ωB97M-V functional and the def2-TZVPD basis", "elements": ["C", "C", "H", "H", "H", "H", "H", "H", "C", "C", "C", "C", "C", "C", "C", "O", "H", "H", "H", "H", "H", "H", "H", "H"], "xyz": [[-0.394836, -2.795939, 1.593682], [-0.257781, -3.442443, 3.004356], [-1.030856, -3.459422, 1.015026], [-0.837697, -1.822546, 1.682881], [0.561427, -2.738854, 1.081676], [0.756907, -3.706518, 3.285614], [-0.806736, -4.382486, 2.984812], [-0.717850, -2.838282, 3.779415], [2.370944, 2.375505, -1.883415], [0.857596, 1.306033, -0.160261], [1.060138, 1.857915, -1.425443], [-0.449059, 1.070591, 0.257114], [-0.027410, 1.897750, -2.309905], [-1.511519, 1.099221, -0.625723], [-1.301638, 1.515374, -1.944620], [-2.812994, 0.855504, -0.203079], [1.697375, 1.179319, 0.517370], [-0.554728, 0.658884, 1.263512], [2.371182, 2.589556, -2.947967], [3.223798, 1.721676, -1.696108], [0.213501, 2.339735, -3.268200], [-2.173145, 1.469075, -2.582693], [-2.892574, -0.081247, 0.006101], [2.655953, 3.331600, -1.424139]], "forces_ev_per_angstrom": [[0.343, -1.002, 0.850], [-0.354, -0.281, -0.588], [-0.157, 0.285, -0.324], [-0.165, 0.490, -0.249], [0.044, 0.204, -0.036], [0.164, 0.265, 0.014], [-0.019, -0.098, 0.203], [0.135, 0.144, 0.123], [1.074, 0.601, -0.172], [-0.299, 0.960, -0.448], [-0.625, -0.664, 0.035], [0.692, -1.408, 0.682], [0.625, 0.611, 0.093], [-0.044, 0.709, -0.294], [-0.275, -0.520, 0.898], [0.281, -0.249, -0.196], [-0.177, 0.035, 0.020], [-0.390, 0.308, -0.199], [-0.094, -0.135, -0.211], [-0.159, -0.260, 0.092], [-0.434, -0.210, -0.278], [0.182, 0.305, -0.324], [-0.052, 0.044, 0.124], [-0.297, -0.135, 0.185]], "smiles": "Cc1ccc(O)cc1.CC", "relative_energy_kj_mol": 55.35, "e_tot_ha": -426.55170, "homo_lumo_gap_ev": 9.56, "charge": 0, "lumo_ev": 0.84, "fmax_ev_per_a": 1.71}

Record 3
{"formula": "C9H14O", "method": "the ωB97M-V functional and the def2-TZVPD basis", "elements": ["C", "C", "C", "C", "C", "C", "C", "C", "C", "O", "H", "H", "H", "H", "H", "H", "H", "H", "H", "H", "H", "H", "H", "H"], "xyz": [[0.565407, -1.373361, 1.028771], [1.751461, -1.905547, 0.281325], [-0.455063, -0.732182, 1.123457], [1.335740, -2.024190, -1.122901], [2.390146, -1.985993, -1.967834], [-2.469826, 1.242737, -0.205783], [-0.082733, 1.784748, -0.262816], [-1.390432, 2.042936, 1.927900], [-1.227324, 1.528147, 0.484812], [0.176140, -2.107915, -1.416045], [2.036032, -2.919685, 0.605911], [-1.286556, -0.371876, 1.516274], [3.201826, -2.580312, -1.631850], [2.201110, -2.404423, -2.943727], [2.743235, -0.926467, -1.935121], [-3.198239, 0.962714, 0.509693], [-2.545150, 0.506399, -1.045395], [-2.859920, 2.210703, -0.559810], [2.583304, -1.318529, 0.313667], [0.780106, 2.173114, 0.240242], [-0.061072, 1.709030, -1.325646], [-0.910725, 3.073618, 1.803237], [-0.828445, 1.298480, 2.507612], [-2.449023, 2.117855, 2.074026]], "forces_ev_per_angstrom": [[0.736, 0.205, -0.724], [-3.269, -1.413, 2.285], [3.673, -2.895, 0.025], [-4.090, -0.473, 2.611], [4.173, 0.710, -4.209], [-1.705, -0.290, -1.571], [-2.644, -0.209, 2.472], [2.019, 0.432, -2.474], [3.423, 2.705, -2.480], [-0.817, -0.271, -0.988], [-0.040, 0.259, 0.092], [-3.158, 1.081, 1.241], [1.010, -0.420, 0.788], [-0.355, 0.618, -0.618], [-0.028, -0.688, -0.639], [-0.995, -0.698, 0.716], [0.665, 0.647, 0.662], [0.037, -0.229, -0.204], [2.297, 1.788, 0.612], [0.458, 0.111, 0.108], [-0.004, -0.458, -0.539], [-0.637, -1.421, 1.217], [-0.395, 0.878, 0.765], [-0.356, 0.030, 0.851]], "smiles": "C#CCC(C)=O.C=C(C)C", "relative_energy_kj_mol": 521.10, "e_tot_ha": -426.37431, "homo_lumo_gap_ev": 8.92, "charge": 0, "lumo_ev": 0.81, "fmax_ev_per_a": 5.97}